(1)
Molecular formula: C4H10NOP
Method: DFT, wB97M-V/def2-TZVPD

```
17
Properties=species:S:1:pos:R:3:forces:R:3:nbo_charge:R:1
C -0.521160 1.219603 -0.361232 -2.6 -0.3 0.6 -0.072
C 0.168345 -0.075892 0.104449 0.3 -0.2 -0.4 0.070
C 1.025494 0.182954 1.344248 -0.1 0.0 -0.2 -0.611
C 1.029900 -0.612084 -1.046929 0.0 0.2 0.2 -0.605
N -0.893161 -1.045935 0.391100 -0.3 -0.3 0.5 -0.955
O -2.027094 1.091705 -0.041168 2.1 0.6 -0.3 -0.819
P -2.458644 -0.485236 0.001359 0.6 -0.2 -0.3 1.081
H -0.197429 2.095727 0.193566 0.0 0.0 -0.1 0.201
H -0.444221 1.376678 -1.435118 0.0 0.0 0.0 0.191
H 1.385829 -0.754066 1.764046 0.1 -0.1 0.0 0.211
H 0.456294 0.709521 2.107547 -0.1 0.0 0.1 0.215
H 1.892024 0.787416 1.077509 0.0 0.0 0.0 0.215
H 1.681424 -1.411923 -0.704119 0.1 -0.1 0.1 0.211
H 1.643289 0.186704 -1.460600 0.1 0.0 -0.1 0.200
H 0.382415 -1.007110 -1.825088 0.0 0.0 -0.1 0.221
H -0.805808 -1.501778 1.287140 0.0 0.2 0.1 0.391
H -2.317493 -0.756291 -1.396713 -0.2 0.1 -0.1 -0.144
```
Positions in Å, forces in eV/Å.

Summary:
HOMO energy in Eh: -0.32281
SMILES string: CC1(C)COPN1
Relative energy (zero: lowest compared OMol25 entry of this formula, charge and spin) in kJ/mol: 21.7
E_LUMO in eV: 0.86
Gap between HOMO and LUMO in eV: 9.6
E_tot in eV: -17136.7438

(2)
Molecular formula: C23H60FN7O5P3
Method: DFT, wB97M-V/def2-TZVPD

```
99
Properties=species:S:1:pos:R:3:forces:R:3:mulliken_charge:R:1
C 1.007753 -0.487474 1.278422 0.6 0.3 0.1 -0.906
C 0.866241 0.810173 2.089452 -0.2 -0.3 0.0 -0.602
C -0.503518 1.486261 2.151379 0.9 -0.6 0.8 0.164
F -0.290815 2.773033 2.545954 -0.1 0.3 -0.2 -0.385
N -1.276279 1.464362 0.849306 -0.2 1.1 0.5 0.314
C -1.765584 2.860640 0.550272 -0.7 0.4 -0.9 -0.822
C -2.694908 2.830387 -0.681930 0.6 0.3 -0.3 -0.419
O -2.532432 1.596644 -1.350887 -0.1 -0.2 0.3 -0.444
C -3.122768 0.574351 -0.552796 0.7 0.4 -0.3 -0.408
P -3.082814 -0.957247 -1.592948 -1.6 -0.3 -0.2 0.270
O -4.327632 -1.731523 -1.402636 0.2 -0.2 0.3 -0.620
C -2.486357 0.547693 0.873272 -0.5 -0.2 0.1 0.615
C -2.215632 -0.829149 1.448615 0.3 -0.6 -0.2 -0.919
C -3.446826 -1.747433 1.698949 0.2 0.1 0.0 -1.006
C -4.819530 -1.104484 1.839039 -0.1 -0.5 0.7 -0.846
C -4.952532 -0.285167 3.131753 0.2 0.7 -0.7 -0.635
O -5.923561 0.744041 3.003062 -0.2 0.0 0.2 -0.555
H 2.028796 -0.544733 0.905783 0.0 0.0 0.0 0.399
H 0.884133 -1.365500 1.908208 -0.3 -0.1 -0.1 0.065
H 0.369676 -0.548554 0.398681 -0.1 -0.1 0.0 0.274
H 1.102045 0.576504 3.126772 0.1 0.1 0.1 0.407
H 1.585977 1.573327 1.792094 -0.1 0.0 -0.3 0.377
H -1.102072 1.050237 2.945569 -0.5 -0.1 -0.3 0.240
H -0.626501 1.241845 0.092133 -0.2 -0.3 -0.1 0.526
H -0.924627 3.498575 0.304496 0.2 -0.1 0.3 0.606
H -2.330207 3.257790 1.386653 0.3 -0.1 0.4 0.434
H -2.362788 3.614432 -1.359454 0.0 0.0 -0.1 0.329
H -3.740085 3.028478 -0.429976 -0.1 -0.3 0.1 0.275
H -4.179155 0.833848 -0.441413 -0.2 -0.4 0.0 0.592
H -3.026517 -0.437560 -2.894342 0.7 0.2 0.1 0.139
H -1.902023 -1.674680 -1.324710 0.3 0.3 -0.2 0.081
H -3.185474 1.047969 1.546531 0.2 0.2 0.1 0.090
H -1.555316 -1.365830 0.769100 0.1 0.0 0.0 -0.104
H -1.653199 -0.781901 2.378908 0.0 0.3 0.0 0.604
H -3.433081 -2.523499 0.938292 -0.4 0.0 -0.1 0.580
H -3.244943 -2.264510 2.639134 0.0 -0.1 0.0 0.405
H -5.532749 -1.924000 1.930848 -0.1 0.0 -0.3 0.563
H -5.148615 -0.528652 0.974333 0.2 0.1 -0.1 0.309
H -5.269484 -0.904514 3.965597 0.0 0.0 0.0 0.444
H -3.990242 0.180608 3.395485 0.1 -0.2 0.2 0.229
H -5.653702 1.365929 2.318699 0.0 -0.1 0.0 0.329
O 0.081079 4.628298 -2.693713 0.1 2.3 1.6 -0.513
P 1.012509 5.158263 -3.722875 1.2 -3.4 -3.7 0.083
N 0.045906 5.372015 -5.097532 -0.3 -0.2 0.2 0.165
C 0.567270 5.472678 -6.449064 0.3 0.3 -0.1 -0.790
C -1.018894 6.354059 -4.894750 -0.1 0.0 0.3 -1.078
N 2.076565 3.789981 -3.941550 -0.4 0.0 -0.2 0.357
C 2.042570 2.994546 -5.163180 0.2 0.0 -0.2 -1.192
C 2.069752 2.879628 -2.800932 0.0 0.0 0.2 -1.186
N 2.206863 6.364074 -4.015965 -0.7 0.9 2.4 0.135
C 3.595805 6.014985 -4.311046 0.2 -0.1 -0.2 -0.840
C 2.169001 7.399450 -2.953354 -0.3 0.2 -0.2 -1.075
H 1.063366 6.432012 -6.648481 0.0 0.0 0.1 0.290
H -0.265235 5.373360 -7.147572 -0.1 0.1 0.1 0.380
H 1.255214 4.673735 -6.688877 0.0 0.1 0.1 0.148
H -0.632764 7.382816 -4.861805 0.0 0.0 -0.1 0.329
H -1.546291 6.155828 -3.962219 0.1 0.0 0.0 0.227
H -1.746373 6.289971 -5.703649 0.1 0.0 -0.1 0.395
H 1.030829 2.659286 -5.424776 0.0 0.0 0.0 0.381
H 2.672042 2.112476 -5.036366 0.0 0.0 0.1 0.404
H 2.474487 3.524202 -6.010673 0.0 0.0 0.1 0.309
H 1.204154 2.200508 -2.814708 0.0 0.0 0.0 0.323
H 2.056568 3.423696 -1.858541 0.0 0.0 0.0 0.326
H 2.978497 2.273924 -2.823648 0.0 0.0 -0.1 0.435
H 4.051374 5.344176 -3.582671 0.0 0.0 0.0 0.286
H 4.171721 6.941660 -4.327253 -0.1 0.1 0.0 0.397
H 3.683223 5.586133 -5.308023 -0.1 -0.2 0.1 0.233
H 2.536900 7.021655 -1.993383 0.1 0.1 0.0 0.345
H 1.144165 7.750571 -2.807037 0.0 0.0 0.0 0.342
H 2.767571 8.262111 -3.240906 0.0 0.0 -0.1 0.395
O 1.898850 -4.577855 0.907283 -1.5 -1.8 -1.4 -0.876
P 1.686495 -5.416527 2.112476 2.5 1.7 4.0 0.445
N 0.648404 -4.463820 3.077824 0.1 0.5 -0.1 0.515
C 0.463673 -4.635577 4.506417 -0.2 -0.4 0.1 -0.837
C -0.627807 -4.210554 2.427422 -0.1 0.1 -0.4 -1.501
N 3.279049 -5.465414 2.799918 -0.2 0.5 0.1 0.314
C 3.593825 -4.742226 4.024374 0.0 -0.2 0.3 -1.105
C 4.327896 -5.189676 1.814436 0.0 -0.1 -0.2 -1.062
N 1.200747 -6.978127 2.651888 -0.5 -0.4 -2.5 0.114
C 2.100368 -7.835385 3.422686 0.2 0.0 0.2 -0.839
C 0.612318 -7.754334 1.531552 -0.3 0.2 0.0 -1.085
H -0.127145 -5.526167 4.761154 0.0 0.0 0.0 0.304
H -0.062559 -3.761318 4.897874 -0.1 0.0 -0.1 0.305
H 1.403309 -4.682437 5.040543 0.0 -0.1 -0.1 0.167
H -1.278764 -5.097383 2.411067 -0.1 0.1 0.1 0.324
H -0.472866 -3.885444 1.396913 0.1 -0.1 0.0 0.455
H -1.156843 -3.407519 2.947751 0.0 -0.1 0.1 0.337
H 3.294176 -3.686246 3.985784 0.0 0.0 0.0 0.316
H 4.669374 -4.782922 4.199576 0.0 0.0 -0.2 0.405
H 3.150498 -5.208502 4.904314 0.0 0.0 -0.1 0.261
H 4.449107 -4.117311 1.623420 0.0 0.0 -0.1 0.293
H 4.119961 -5.676947 0.865528 0.0 0.0 0.0 0.361
H 5.275491 -5.580452 2.190102 0.0 0.0 0.1 0.378
H 3.074861 -7.987870 2.959509 0.0 0.0 0.0 0.285
H 1.617174 -8.808015 3.529100 -0.1 0.1 -0.1 0.398
H 2.232040 -7.450030 4.432701 0.1 0.1 -0.1 0.244
H 1.364492 -8.050513 0.793326 0.0 -0.1 0.0 0.363
H -0.146225 -7.158173 1.017639 0.1 0.0 0.0 0.321
H 0.119579 -8.650060 1.906236 0.0 0.0 0.1 0.401
```
Positions in Å, forces in eV/Å.

Summary:
HOMO energy in Eh: -0.38605
E_LUMO in eV: -2.29
Gap between HOMO and LUMO in eV: 8.2
Charge: +1
E_tot in eV: -76068.7785

(3)
Molecular formula: C4H11NOS
Method: DFT, wB97M-V/def2-TZVPD

```
18
Properties=species:S:1:pos:R:3:forces:R:3:nbo_charge:R:1
C 1.902987 0.256561 0.628955 -0.2 0.1 -1.2 -0.063
O 2.856586 1.292654 0.157940 -0.6 -2.3 -0.7 -0.726
C 0.436406 0.349383 0.098902 0.5 -0.3 1.2 -0.091
C -0.301962 -0.976050 0.324634 -2.2 1.5 1.2 -0.404
C -1.864379 -0.781849 -0.086217 0.8 -2.9 -0.7 -0.543
S -2.854513 0.336200 0.998525 -0.9 0.5 -2.3 -0.064
N 0.478901 0.654595 -1.319807 2.8 1.4 1.6 -0.824
H 1.843363 0.204367 1.699327 0.4 0.4 0.6 0.174
H 2.261970 -0.713010 0.289267 0.2 -0.1 0.0 0.159
H 3.334236 0.799062 -0.574311 -0.8 1.3 1.3 0.475
H -0.131047 1.076998 0.743365 0.5 -0.1 -0.8 0.172
H -0.306347 -1.249131 1.441877 0.3 0.1 -1.7 0.212
H 0.042264 -1.755964 -0.339306 0.4 -0.4 0.1 0.220
H -1.888622 -0.618018 -1.252138 -0.4 0.0 2.5 0.219
H -2.279704 -1.851754 0.129837 0.5 1.9 -0.8 0.219
H -3.869107 0.674974 0.010708 1.6 -0.6 1.6 0.153
H -0.415008 0.653277 -1.652078 -2.9 0.0 -1.3 0.344
H 0.753978 1.647704 -1.299473 0.1 -0.6 -0.7 0.368
```
Positions in Å, forces in eV/Å.

Summary:
HOMO energy in Eh: -0.33565
SMILES string: N[C@H](CO)CCS
Relative energy (zero: lowest compared OMol25 entry of this formula, charge and spin) in kJ/mol: 201.0
E_LUMO in eV: 0.70
Gap between HOMO and LUMO in eV: 9.8
E_tot in eV: -18697.8350